*1*
Molecular formula: C7H15ClSi
Method: DFT, ωB97M-V/def2-TZVPD

Each line ends with the Löwdin charge.
Atoms and positions in Å:
C (0.689, -0.339, 2.833)  -0.079
C (-0.256, 0.341, -2.154)  -0.126
H (1.163, 1.638, 0.684)  0.070
H (-2.066, -2.190, 0.845)  -0.015
C (-2.076, -1.509, 0.047)  -0.174
H (0.424, 0.400, -3.005)  0.083
C (-0.155, 0.498, 2.211)  -0.269
H (0.383, 2.432, -0.860)  0.082
H (-3.159, -1.241, -0.302)  0.072
H (-0.265, 1.549, 2.578)  0.066
C (1.047, 1.595, -0.443)  -0.134
C (0.325, 0.278, -0.776)  -0.737
H (0.839, -1.427, 2.569)  0.078
H (1.908, 1.783, -1.059)  0.071
C (1.353, -0.847, -0.580)  -0.102
H (0.816, -1.792, -0.587)  0.058
H (-0.619, -0.779, -2.256)  0.097
Si (-1.064, 0.076, 0.527)  0.221
H (2.109, -0.861, -1.412)  0.095
H (-1.137, 0.988, -2.223)  0.055
H (1.970, -0.568, 0.345)  0.095
H (-1.382, -1.900, -0.783)  0.029
H (1.285, 0.142, 3.581)  0.041
Cl (-2.132, 1.734, 0.219)  0.424

The calculation puts the HOMO energy at -0.350 Ha. Its SMILES is C=C[Si@@](C)(Cl)C(C)(C)C.

=====

*2*
Molecular formula: C7H15ClSi
Method: DFT, ωB97M-V/def2-TZVPD

Each line ends with the Löwdin charge.
Atoms and positions in Å:
C (1.770, -0.337, 0.444)  -0.206
H (-2.496, -2.228, -0.323)  0.073
Si (0.406, 0.236, -0.655)  0.556
H (1.620, 2.336, -1.119)  0.023
C (-2.265, -0.459, 0.914)  -0.897
C (0.893, -0.598, -2.378)  -0.155
H (-1.114, -2.322, 0.815)  0.123
H (1.742, -0.004, 1.455)  0.012
H (0.510, -1.572, -2.333)  -0.006
H (-2.544, 0.042, 3.091)  0.109
Cl (-3.933, -0.060, 0.810)  0.684
H (1.991, -0.669, -2.180)  0.028
C (0.682, 2.102, -0.662)  -0.181
H (-1.362, 1.153, 2.153)  0.093
H (-0.959, -0.555, 2.520)  0.044
H (2.757, 0.107, 0.036)  0.071
H (1.975, -1.392, 0.188)  0.037
H (-0.036, 2.626, -1.270)  0.020
H (0.516, 2.543, 0.290)  0.013
H (-2.023, -0.070, -1.229)  0.029
C (-1.734, 0.091, 2.222)  -0.125
H (0.608, 0.078, -3.174)  0.020
C (-1.430, -0.290, -0.466)  -0.221
C (-1.785, -1.669, 0.202)  -0.144

The calculation puts the HOMO energy at -0.337 Ha. Its SMILES is C[C@]1(Cl)C[C@@H]1[Si](C)(C)C.

=====

The structure with the most favorable energy is *1*; the runner-up is 0.0438 hartree above it.

=====

*1*
Molecular formula: C6H21NO5
Method: DFT, ωB97M-V/def2-TZVPD

Each line ends with the Löwdin charge.
Atoms and positions in Å:
H (1.906, 1.541, -2.914)  0.066
H (1.289, 0.110, -3.776)  0.044
C (-1.928, 1.812, 0.564)  -0.256
C (-0.853, -0.447, -1.853)  -0.189
H (2.017, -0.076, -2.205)  0.081
O (1.166, 0.558, 5.070)  -0.057
C (-0.596, -1.197, -0.537)  -0.216
H (1.809, 0.346, 2.092)  0.054
O (0.761, -2.401, -4.314)  -0.069
C (1.378, 0.600, -2.810)  -0.107
C (0.041, 0.783, -2.053)  -0.255
H (-0.485, 1.520, -2.667)  0.103
H (-0.951, -1.532, 3.928)  0.045
N (-0.668, -0.264, 0.577)  -0.085
H (0.812, -2.135, -5.238)  0.037
H (3.266, 1.049, 2.363)  0.041
H (-0.202, -0.191, 4.042)  0.019
H (-1.891, -0.175, -1.983)  0.098
H (-2.753, -0.102, 0.237)  0.123
H (-0.783, -1.070, -2.762)  0.090
H (1.414, 1.102, 4.306)  0.022
O (2.445, 0.748, 2.709)  -0.033
H (-1.283, -2.056, -0.472)  0.113
H (-2.211, 0.009, 1.902)  0.105
H (0.383, -1.706, -0.550)  0.122
H (0.294, 1.326, -1.136)  0.091
H (-1.162, 2.376, 1.114)  0.116
C (-1.966, 0.322, 0.884)  -0.178
O (-2.631, 2.353, -0.246)  0.052
H (0.392, -1.537, -4.028)  -0.008
H (1.730, -0.192, 4.962)  0.032
O (-0.551, -0.848, 3.406)  -0.059
H (-0.192, -0.627, 1.388)  0.058

The calculation puts the HOMO energy at -0.322 Ha. Its SMILES is CCCCNCC=O.O.O.O.O.

=====

*2*
Molecular formula: C6H21NO5
Method: DFT, ωB97M-V/def2-TZVPD

Each line ends with the Löwdin charge.
Atoms and positions in Å:
H (-0.680, -0.915, 2.103)  0.085
H (1.948, -1.584, -3.551)  0.069
H (1.048, -1.740, 0.066)  0.143
O (-3.596, 0.516, 2.494)  -0.068
H (-3.127, -0.414, 2.511)  0.093
O (-3.406, 1.313, -0.080)  0.034
O (2.370, -2.511, -3.499)  -0.086
H (-2.100, 2.410, -1.087)  0.107
H (-2.003, 1.149, 3.016)  -0.003
H (-2.103, -0.400, -1.667)  0.141
H (-3.749, 0.644, 1.599)  -0.051
H (2.575, -2.794, -2.619)  0.001
H (2.654, 0.993, 0.362)  0.091
H (1.256, 0.438, 1.221)  0.122
C (1.935, -0.969, -0.309)  -0.293
H (3.269, -1.778, 1.112)  0.042
C (0.850, 1.460, -0.690)  -0.207
C (-0.145, 0.822, -1.728)  -0.197
N (3.182, -1.609, 0.144)  -0.022
C (1.706, 0.513, 0.145)  -0.212
H (-1.259, -0.367, -0.146)  0.090
H (-0.306, 1.549, -2.556)  0.115
H (0.310, 0.009, -2.203)  0.047
H (-1.013, -2.185, 1.290)  0.049
C (-2.380, 1.470, -0.703)  -0.218
H (3.941, -0.957, -0.157)  0.088
H (0.310, 2.202, 0.018)  0.131
C (-1.463, 0.292, -1.032)  -0.124
H (1.506, 2.117, -1.358)  0.119
H (-0.733, 1.821, 3.701)  -0.010
O (-1.476, -1.413, 1.670)  -0.110
O (-1.107, 1.055, 3.377)  -0.043
H (1.787, -1.137, -1.445)  0.077

The calculation puts the HOMO energy at -0.362 Ha. Its SMILES is NCCCCCC=O.O.O.O.O.

=====

*3*
Molecular formula: C6H21NO5
Method: DFT, ωB97M-V/def2-TZVPD

Each line ends with the Löwdin charge.
Atoms and positions in Å:
O (-3.431, -0.393, 1.831)  -0.069
C (0.564, -1.760, 1.246)  -0.083
H (2.036, 2.328, 1.079)  -0.022
C (1.305, 0.093, -0.162)  -0.186
O (-0.132, 3.196, -1.007)  -0.064
O (1.661, 3.050, 1.555)  -0.036
H (-2.471, -2.524, 1.592)  0.052
H (3.099, 0.915, -0.402)  0.082
H (3.473, -0.472, 1.708)  0.081
C (-1.773, -2.820, 0.815)  -0.084
H (2.195, 0.979, -1.816)  0.096
H (-0.429, 4.012, -0.587)  0.053
C (3.035, -1.230, 1.044)  -0.071
H (0.657, 3.001, -0.487)  -0.003
H (0.876, 2.756, 2.011)  0.046
H (0.424, 1.583, -3.706)  0.032
O (-3.158, -0.617, -1.634)  -0.063
H (-3.368, -1.116, 1.160)  0.008
H (0.627, -2.009, 2.292)  0.114
H (-2.421, -2.553, -0.029)  0.048
H (-3.725, 0.379, 1.340)  0.034
H (3.686, -1.328, 0.172)  0.073
O (-0.417, 1.424, -3.259)  -0.072
N (2.150, 1.034, -0.787)  0.017
H (0.222, 0.456, -0.290)  0.126
C (1.617, -0.909, 0.700)  -0.314
C (-0.619, -1.840, 0.591)  -0.134
H (-3.480, -0.786, -2.546)  0.063
H (-1.265, -3.801, 0.672)  0.097
H (-2.568, 0.144, -1.701)  0.029
H (-0.531, 2.226, -2.735)  -0.007
H (3.010, -2.281, 1.501)  0.101
H (-0.850, -1.138, -0.158)  0.057

The calculation puts the HOMO energy at -0.287 Ha. Its SMILES is C/C=C/C(C)=C/N.O.O.O.O.O.

=====

The structure with the most favorable energy is *1*; the runner-up is 0.0285 hartree above it.

=====

*1*
Molecular formula: C2H10NO2
Method: DFT, ωB97M-V/def2-TZVPD

Each line ends with the Löwdin charge.
Atoms and positions in Å:
H (0.655, -2.055, -2.273)  0.118
O (-0.736, 1.248, -0.118)  -0.079
C (1.782, -0.182, 0.281)  0.002
O (-2.960, 1.104, 1.309)  -0.088
H (-3.638, 0.707, 1.878)  0.063
H (2.730, 0.240, 0.001)  0.095
H (0.096, 0.137, -0.977)  0.101
H (-3.441, 1.702, 0.644)  0.107
C (1.169, -1.651, -1.417)  0.141
H (-0.496, 1.895, 0.555)  0.081
H (1.314, 0.327, 1.092)  0.078
H (2.279, -1.130, 0.676)  0.115
H (1.824, -2.382, -0.923)  0.129
N (0.868, -0.542, -0.901)  0.046
H (-1.445, 0.582, 0.173)  0.091

The calculation puts the HOMO energy at -0.564 Ha. Its net charge is +1.

=====

*2*
Molecular formula: C2H10NO2
Method: DFT, ωB97M-V/def2-TZVPD

Each line ends with the Löwdin charge.
Atoms and positions in Å:
H (2.303, 0.312, 1.001)  0.122
N (0.729, -0.766, 0.284)  0.008
C (-0.322, -1.747, 0.367)  -0.005
H (-2.565, 0.825, -0.597)  0.057
H (-0.248, 1.915, -0.846)  0.018
H (2.050, -1.307, 1.803)  0.132
C (1.700, -0.588, 1.069)  0.178
O (0.687, 1.802, -0.586)  -0.059
H (-2.335, 2.017, -1.415)  0.079
H (-0.195, -2.499, -0.400)  0.112
H (-1.300, -1.314, 0.329)  0.092
H (-0.338, -2.366, 1.268)  0.112
H (0.654, -0.107, -0.497)  0.132
H (1.101, 2.664, -0.559)  0.065
O (-1.919, 1.160, -1.221)  -0.044

The calculation puts the HOMO energy at -0.574 Ha. Its net charge is +1.

=====

The structure with the most favorable energy is *2*; the runner-up is 0.0311 hartree above it.